Entry from the Open Molecules 2025 dataset: a structure of composition C3H8Cl3HgO2 (wB97M-V/def2-TZVPD).

Properties
Orbital gap (alpha / beta), eV: 6.466 / 5.230
HOMO (alpha / beta), eV: -8.43 / -8.43
Energy above the lowest of the compared OMol25 structures with the same formula, charge and spin, eV: 0.122
Calculated total energy, hartree: -1803.37705
2S+1: 2
Lowest unoccupied orbital energy (alpha / beta), eV: -1.966 / -3.200

Structure (XYZ):
```
17
C3H8Cl3HgO2 (wB97M-V/def2-TZVPD)
Hg -1.042 -1.522 -0.153
C 0.515 0.824 -2.600
O -0.043 -0.094 -1.687
H 0.920 1.687 -2.071
H 1.247 0.425 -3.301
H -0.247 1.337 -3.187
C -2.783 0.824 1.710
O -2.145 -0.451 1.735
H -3.621 0.808 2.407
H -2.134 1.674 1.919
H -3.242 1.036 0.744
Cl -1.997 -3.700 1.235
C 2.952 -0.387 0.656
Cl 4.084 -1.515 -0.147
Cl 1.484 -1.277 1.070
H 3.373 -0.138 1.631
H 2.680 0.469 0.039
```

***

Entry from the Open Molecules 2025 dataset: an isolated molecule of C3H8ClN (wB97M-V/def2-TZVPD).

Properties
Orbital gap, eV: 10.333
HOMO, eV: -9.34
Energy above the lowest of the compared OMol25 structures with the same formula, charge and spin, eV: 0.426
Calculated total energy, hartree: -634.01896
2S+1: 1
Structure (SMILES): NCCCCl
Lowest unoccupied orbital energy, eV: 0.994

Structure (XYZ):
```
13
C3H8ClN (wB97M-V/def2-TZVPD)
N 1.147 -0.887 -0.114
C 0.987 0.522 0.167
C -0.409 0.788 -0.166
C -1.280 -0.298 0.342
Cl -3.022 -0.132 -0.069
H 1.037 -1.066 -1.117
H 1.996 -1.301 0.080
H 1.747 1.080 -0.434
H 1.220 0.671 1.198
H -0.838 1.862 -0.053
H -0.449 0.558 -1.218
H -1.167 -0.492 1.448
H -0.969 -1.306 -0.063
```

***

Entry from the Open Molecules 2025 dataset: a cluster of 2 separate species, C3H8ClN2 in total (wB97M-V/def2-TZVPD).

Properties
Orbital gap, eV: 11.165
Total charge: +1
HOMO, eV: -15.29
Energy above the lowest of the compared OMol25 structures with the same formula, charge and spin, eV: 1.750
Calculated total energy, hartree: -688.49813
2S+1: 1
Lowest unoccupied orbital energy, eV: -4.126

Structure (XYZ):
```
14
C3H8ClN2 (wB97M-V/def2-TZVPD)
C 0.838 -2.557 -0.452
C -0.748 0.795 1.138
C 0.207 1.283 0.212
N 0.553 0.794 -0.931
N 0.406 -1.681 -1.241
Cl 1.639 -2.048 0.954
H -1.545 1.371 1.495
H -1.325 -0.173 0.764
H -0.311 0.716 2.059
H 0.626 2.258 0.510
H 0.730 -3.527 -0.670
H 1.307 1.038 -1.536
H -0.076 -1.984 -2.088
H 0.468 -0.204 -1.296
```

***

Entry from the Open Molecules 2025 dataset: a cluster of 2 separate species, C3H8ClNO in total (wB97M-V/def2-TZVPD).

Properties
Orbital gap, eV: 9.349
HOMO, eV: -8.82
Energy above the lowest of the compared OMol25 structures with the same formula, charge and spin, eV: 3.769
Calculated total energy, hartree: -709.17336
2S+1: 1
Structure (SMILES): CCNCl.C=O
Lowest unoccupied orbital energy, eV: 0.532

Structure (XYZ):
```
14
C3H8ClNO (wB97M-V/def2-TZVPD)
C 1.173 -0.172 0.503
C 0.242 0.988 0.986
N -0.818 1.349 0.071
Cl -0.277 1.974 -1.424
H 2.116 0.022 -0.003
H 1.455 -0.854 1.357
H 0.712 -0.846 -0.256
H -0.089 0.759 1.909
H 0.982 1.731 1.155
H -1.519 0.643 0.103
C -1.004 -1.349 -1.070
O -1.893 -1.208 -0.296
H -0.727 -0.843 -2.077
H -0.354 -2.195 -0.958
```

***

Entry from the Open Molecules 2025 dataset: a structure of composition C3H8ClNO2S (wB97M-V/def2-TZVPD).

Properties
Orbital gap, eV: 10.487
HOMO, eV: -9.97
Energy above the lowest of the compared OMol25 structures with the same formula, charge and spin, eV: 1.698
Calculated total energy, hartree: -1182.61723
2S+1: 1
Lowest unoccupied orbital energy, eV: 0.517

Structure (XYZ):
```
16
C3H8ClNO2S (wB97M-V/def2-TZVPD)
C 2.038 -0.316 1.109
C -2.262 0.071 -1.298
C 0.853 0.202 0.295
N -0.592 -0.432 0.922
O -3.040 -0.573 1.087
O -1.952 1.743 0.701
S -2.081 0.319 0.475
Cl -0.841 -2.134 0.585
H 2.426 -1.372 0.831
H 2.797 0.280 0.689
H 1.882 -0.080 2.164
H -1.425 0.481 -1.825
H -2.249 -0.967 -1.645
H -3.259 0.642 -1.454
H 0.939 1.305 0.351
H 0.841 -0.177 -0.706
```

***

Entry from the Open Molecules 2025 dataset: a cluster of 2 separate species, C3H8ClNS in total (wB97M-V/def2-TZVPD).

Properties
Orbital gap, eV: 10.135
HOMO, eV: -9.33
Energy above the lowest of the compared OMol25 structures with the same formula, charge and spin, eV: 1.053
Calculated total energy, hartree: -1032.19599
2S+1: 1
Structure (SMILES): C=NS.CCCl
Lowest unoccupied orbital energy, eV: 0.809

Structure (XYZ):
```
14
C3H8ClNS (wB97M-V/def2-TZVPD)
C -1.398 -1.569 0.345
N -2.110 -0.576 0.690
S -2.596 0.484 -0.566
H -1.081 -2.254 1.131
H -1.079 -1.791 -0.680
H -3.278 1.315 0.235
C 1.103 1.520 0.439
C 1.782 0.214 0.801
Cl 2.736 -0.430 -0.573
H 1.840 2.282 0.168
H 0.419 1.384 -0.402
H 0.529 1.887 1.299
H 1.056 -0.560 1.064
H 2.475 0.336 1.630
```

***

Entry from the Open Molecules 2025 dataset: an isolated molecule of C3H8ClOPS (wB97M-V/def2-TZVPD).

Properties
Orbital gap, eV: 9.773
HOMO, eV: -9.01
Energy above the lowest of the compared OMol25 structures with the same formula, charge and spin, eV: 0.883
Calculated total energy, hartree: -1394.10764
2S+1: 1
Structure (SMILES): CCP(Cl)SCO
Lowest unoccupied orbital energy, eV: 0.759

Structure (XYZ):
```
15
C3H8ClOPS (wB97M-V/def2-TZVPD)
C 2.309 0.021 0.350
C 1.065 -0.371 -0.440
P -0.434 0.390 0.354
Cl -0.298 2.260 -0.414
S -1.886 -0.535 -0.890
C -3.436 0.147 -0.116
O -3.775 -0.403 1.095
H 2.389 1.105 0.424
H 2.265 -0.386 1.358
H 3.203 -0.359 -0.139
H 0.930 -1.455 -0.440
H 1.130 -0.026 -1.476
H -3.312 1.238 -0.081
H -4.221 -0.118 -0.825
H -3.092 -0.216 1.753
```

***

Entry from the Open Molecules 2025 dataset: a structure of composition C3H8CsO (wB97M-V/def2-TZVPD).

Properties
Orbital gap, eV: 10.890
Total charge: +1
HOMO, eV: -14.49
Energy above the lowest of the compared OMol25 structures with the same formula, charge and spin, eV: 0.064
Calculated total energy, hartree: -214.28751
2S+1: 1
Lowest unoccupied orbital energy, eV: -3.601

Structure (XYZ):
```
13
C3H8CsO (wB97M-V/def2-TZVPD)
Cs -14.353 2.268 29.485
C -18.212 3.255 30.929
C -17.363 2.295 31.728
C -18.133 1.486 32.781
O -16.658 1.366 30.867
H -18.605 4.082 31.521
H -19.088 2.775 30.481
H -17.620 3.701 30.124
H -16.605 2.885 32.256
H -17.562 0.615 33.091
H -19.077 1.139 32.350
H -18.367 2.113 33.640
H -17.315 0.703 30.610
```

***

Entry from the Open Molecules 2025 dataset: a structure of composition C3H8EuO3 (wB97M-V/def2-TZVPD).

Properties
Orbital gap (alpha / beta), eV: 4.564 / 7.406
Total charge: +1
HOMO (alpha / beta), eV: -10.16 / -12.67
Energy above the lowest of the compared OMol25 structures with the same formula, charge and spin, eV: 0.300
Calculated total energy, hartree: -1054.72734
2S+1: 9
Lowest unoccupied orbital energy (alpha / beta), eV: -5.596 / -5.261

Structure (XYZ):
```
15
C3H8EuO3 (wB97M-V/def2-TZVPD)
O -3.366 0.692 2.869
C -2.247 0.005 3.042
C -4.422 -0.637 5.223
O -4.075 0.627 5.855
Eu -3.692 2.405 4.449
H -1.972 -1.011 3.356
H -1.412 0.405 2.443
H -3.977 -1.551 5.644
H -5.478 -0.542 4.917
O -4.807 -2.303 2.514
H -4.609 -1.275 2.305
C -6.114 -2.763 2.253
H -6.360 -3.646 2.865
H -6.873 -1.994 2.466
H -6.168 -3.049 1.194
```